[1]
25
Properties=species:S:1:pos:R:3:forces:R:3 method="wB97M-V/def2-TZVPD" homo_lumo_gap_ha=0.314 lumo_ev=0.58 relative_energy_kcal_mol=52.5 mol_weight_g_mol=205.3 e_tot_ev=-25850.6014 smiles=CN(C)N1c2ccccc2S[C@@H]1C#N
C 1.525 2.074 -1.644 -1.6779 1.5018 -0.7035
N 1.028 0.821 -1.174 0.6103 -1.9662 -1.3498
C 0.729 -0.260 -2.157 2.0432 0.3818 1.0200
N 0.260 0.855 -0.073 -3.3783 1.4786 1.2388
C 0.058 -0.282 0.776 -0.9864 1.7562 0.5305
C 0.868 -1.364 0.911 0.2731 -0.5898 -0.7127
C 0.549 -2.328 1.858 0.4265 0.3887 0.4355
C -0.471 -2.123 2.775 -0.6433 -2.9013 2.0848
C -1.362 -1.027 2.692 0.6177 0.4197 0.1018
C -1.043 -0.122 1.664 -0.6573 0.2875 0.2417
S -1.947 1.433 1.368 0.7121 -0.7052 0.9146
C -1.180 1.512 -0.230 1.1927 1.4889 -1.6852
C -2.059 0.789 -1.145 -1.0478 -0.7577 -1.0162
N -2.880 0.310 -1.808 0.9495 0.3191 0.4766
H 0.713 2.604 -2.376 2.1519 -1.2494 0.7940
H 1.444 2.768 -0.796 0.7121 -0.2374 -0.0599
H 2.580 1.980 -2.026 -1.2969 0.3464 0.0396
H 0.187 -1.009 -1.619 -0.8624 -0.3394 -0.1622
H 0.354 0.025 -3.116 -0.9181 0.4835 -0.3642
H 1.684 -0.748 -2.372 0.1441 0.0070 -0.1359
H 1.693 -1.496 0.224 0.1162 -0.0280 0.1042
H 1.217 -3.182 1.919 -0.3289 -0.0262 0.1911
H -0.561 -3.034 3.600 -0.1717 2.7869 -2.0908
H -2.188 -0.819 3.458 1.3298 -0.4469 -1.4309
H -1.199 2.621 -0.708 0.6898 -2.3984 1.5378

[2]
26
Properties=species:S:1:pos:R:3:forces:R:3 method="wB97M-V/def2-TZVPD" homo_lumo_gap_ha="0.261 / 0.261" lumo_ev="-5.68 / -5.68" relative_energy_kcal_mol=57.9 mol_weight_g_mol=203.2 charge=+1 e_tot_ev=-18545.5314
O -1.623 2.014 -1.352 0.0174 -0.4723 1.4763
C -1.527 1.538 -0.218 0.3171 0.1432 -0.6677
C -0.167 1.718 0.399 -1.2298 0.9962 0.3597
C 0.919 0.983 0.157 0.7662 -1.0740 -0.3663
C 2.170 1.557 0.622 2.1488 -0.6733 0.6183
C 3.396 0.947 0.637 -1.7914 0.0874 -1.7614
C 3.498 -0.271 -0.162 -0.6063 -0.0580 3.0345
C 2.370 -0.937 -0.487 -2.2755 -1.3270 -3.8763
C 0.991 -0.391 -0.434 -0.4311 -0.4405 0.3119
N -0.027 -1.241 -0.804 2.1729 0.1986 0.4430
C -1.527 -1.342 -1.068 0.7817 -0.6905 -0.7644
N -2.256 -1.868 0.008 -0.9340 -1.5833 0.4825
N -2.516 -1.249 1.177 -0.2467 -2.4985 0.6524
C -2.664 -0.026 1.441 1.6994 -1.9159 -3.9160
N -2.558 0.890 0.391 -0.4402 2.6797 -1.3290
H -0.025 2.667 0.972 -0.2583 -0.8257 -0.6257
H 2.236 2.539 1.044 -0.9153 0.4674 0.2035
H 4.209 1.511 1.057 0.4416 -0.3143 -0.0656
H 4.381 -0.877 -0.106 0.7680 0.2260 -0.8161
H 2.412 -1.795 -1.296 0.2575 1.2547 2.2535
H 0.368 -2.165 -0.943 0.1486 0.1039 -0.0917
H -1.795 -0.373 -1.382 -0.6751 0.7132 -0.5457
H -1.664 -2.090 -1.903 0.5303 1.0382 0.7179
H -2.420 -2.937 0.023 0.5927 2.7625 0.3321
H -2.803 0.104 2.423 -0.8071 1.7079 3.3789
H -3.376 1.094 -0.197 -0.0313 -0.5057 0.5612

What did the first record say?
25
Properties=species:S:1:pos:R:3:forces:R:3 method="wB97M-V/def2-TZVPD" homo_lumo_gap_ha=0.314 lumo_ev=0.58 relative_energy_kcal_mol=52.5 mol_weight_g_mol=205.3 e_tot_ev=-25850.6014 smiles=CN(C)N1c2ccccc2S[C@@H]1C#N
C 1.525 2.074 -1.644 -1.6779 1.5018 -0.7035
N 1.028 0.821 -1.174 0.6103 -1.9662 -1.3498
C 0.729 -0.260 -2.157 2.0432 0.3818 1.0200
N 0.260 0.855 -0.073 -3.3783 1.4786 1.2388
C 0.058 -0.282 0.776 -0.9864 1.7562 0.5305
C 0.868 -1.364 0.911 0.2731 -0.5898 -0.7127
C 0.549 -2.328 1.858 0.4265 0.3887 0.4355
C -0.471 -2.123 2.775 -0.6433 -2.9013 2.0848
C -1.362 -1.027 2.692 0.6177 0.4197 0.1018
C -1.043 -0.122 1.664 -0.6573 0.2875 0.2417
S -1.947 1.433 1.368 0.7121 -0.7052 0.9146
C -1.180 1.512 -0.230 1.1927 1.4889 -1.6852
C -2.059 0.789 -1.145 -1.0478 -0.7577 -1.0162
N -2.880 0.310 -1.808 0.9495 0.3191 0.4766
H 0.713 2.604 -2.376 2.1519 -1.2494 0.7940
H 1.444 2.768 -0.796 0.7121 -0.2374 -0.0599
H 2.580 1.980 -2.026 -1.2969 0.3464 0.0396
H 0.187 -1.009 -1.619 -0.8624 -0.3394 -0.1622
H 0.354 0.025 -3.116 -0.9181 0.4835 -0.3642
H 1.684 -0.748 -2.372 0.1441 0.0070 -0.1359
H 1.693 -1.496 0.224 0.1162 -0.0280 0.1042
H 1.217 -3.182 1.919 -0.3289 -0.0262 0.1911
H -0.561 -3.034 3.600 -0.1717 2.7869 -2.0908
H -2.188 -0.819 3.458 1.3298 -0.4469 -1.4309
H -1.199 2.621 -0.708 0.6898 -2.3984 1.5378